Here is a cluster of 2 separate species, C24H23NO2 in total from the Open Molecules 2025 dataset. Energies are from ωB97M-V with the def2-TZVPD basis set.

Each line ends with the natural charge from an NBO analysis.
Cartesian coordinates (Å):
C 1.40 5.60 3.43  -0.623
C 1.94 4.31 4.00  -0.068
O 1.79 3.34 2.94  -0.543
C 2.13 2.06 3.22  0.723
C 2.11 1.31 1.94  -0.196
N 2.35 0.01 1.83  -0.419
C 2.60 -0.61 0.68  0.159
C 2.78 -2.06 0.77  -0.007
C 3.57 -2.81 -0.14  -0.219
C 3.70 -4.19 0.02  -0.224
C 3.07 -4.84 1.09  -0.213
C 2.33 -4.09 2.02  -0.216
C 2.21 -2.71 1.87  -0.188
C 2.72 0.13 -0.60  -0.124
C 2.57 -0.55 -1.84  -0.188
C 2.78 0.11 -3.05  -0.222
C 3.10 1.48 -3.07  -0.204
C 3.15 2.19 -1.86  -0.240
C 2.94 1.51 -0.66  -0.143
O 2.32 1.59 4.33  -0.645
H 1.62 6.45 4.09  0.210
H 1.81 5.81 2.44  0.211
H 0.31 5.52 3.32  0.213
H 3.02 4.40 4.25  0.174
H 1.37 4.00 4.89  0.196
H 1.32 1.73 1.30  0.193
H 4.06 -2.31 -0.97  0.218
H 4.29 -4.75 -0.70  0.213
H 3.16 -5.92 1.20  0.212
H 1.84 -4.58 2.87  0.215
H 1.65 -2.11 2.60  0.240
H 2.29 -1.60 -1.85  0.225
H 2.70 -0.44 -3.99  0.216
H 3.29 2.00 -4.02  0.214
H 3.35 3.27 -1.84  0.210
H 2.93 2.14 0.23  0.217
C 4.57 1.92 2.21  -0.219
C 5.07 1.35 3.38  -0.053
C 5.96 1.90 4.29  -0.198
C 6.39 3.22 4.42  -0.180
C 6.13 4.27 3.57  -0.179
C 5.43 4.26 2.36  -0.196
C 4.73 3.22 1.76  -0.142
H 4.25 1.20 1.46  0.247
H 4.81 0.29 3.54  0.237
H 6.34 1.20 5.04  0.222
H 6.98 3.45 5.31  0.221
H 6.51 5.25 3.89  0.220
H 5.43 5.19 1.80  0.217
H 4.33 3.44 0.76  0.223

Properties
Total charge   0
Energy relative to the best compared isomer or geometry (same formula, charge and spin)   513.7 kJ/mol
Orbital gap   0.176 Eh
E_tot   -30841.96966 eV


Here is an isolated molecule of C2HClF2O2 from the Open Molecules 2025 dataset. Energies are from ωB97M-V with the def2-TZVPD basis set.

Each line ends with the natural charge from an NBO analysis.
Cartesian coordinates (Å):
C -1.25 -1.52 -3.00  -0.357
C -0.12 -2.21 -3.11  0.644
O 0.01 0.08 0.06  -0.450
O -0.74 0.86 -0.88  -0.337
F -0.10 -3.30 -3.95  -0.319
F 1.05 -2.21 -2.45  -0.295
Cl -1.63 -0.22 -2.16  0.642
H 1.00 0.31 0.06  0.473

Properties
Total charge   0
Energy relative to the best compared isomer or geometry (same formula, charge and spin)   859.2 kJ/mol
Orbital gap   0.294 Eh
E_tot   -24133.75003 eV